## P
The following is a DFT calculation (ωB97M-V/def2-TZVPD) of C4H5N3O3 as an isolated structure.

Summary:
**LUMO level**: 0.176 eV
**Net charge**: 0

Last column: natural (NBO) charge in e.
Positions of all 15 atoms, in Å:
O: -2.047 -0.791 0.106  -0.673
C: -1.057 0.151 0.355  -0.011
C: -0.336 -0.211 1.656  0.569
N: 0.536 0.489 2.321  -0.759
C: -0.097 0.247 -0.804  0.497
N: 0.087 -0.586 -1.779  -0.477
C: 1.045 0.050 -2.524  0.139
N: 1.416 1.200 -2.044  -0.130
O: 0.657 1.333 -0.900  -0.278
H: -1.642 -1.670 0.114  0.494
H: -1.516 1.140 0.499  0.223
H: 1.498 -0.366 -3.420  0.218
O: 0.078 -1.449 1.706  -0.693
H: 0.342 1.486 2.304  0.363
H: 1.037 -1.023 2.408  0.517

## Q
The following is a DFT calculation (ωB97M-V/def2-TZVPD) of C4H5N3O3 as an isolated structure.

Summary:
**LUMO level**: -0.574 eV
**Net charge**: 0

Last column: natural (NBO) charge in e.
Positions of all 15 atoms, in Å:
C: 0.933 -1.801 0.125  -0.417
N: 0.849 -0.376 0.389  -0.414
C: 1.920 0.486 0.313  0.847
O: 3.094 0.258 0.214  -0.569
O: 1.361 1.728 0.240  -0.305
N: 0.044 1.659 0.637  -0.111
C: -0.259 0.399 0.579  0.252
C: -1.627 0.026 0.230  0.400
N: -2.254 -0.677 -0.529  -0.415
H: 0.496 -2.032 -0.852  0.225
H: 1.997 -2.060 0.128  0.251
H: 0.415 -2.360 0.912  0.221
O: -2.446 1.766 -0.667  -1.068
H: -1.661 2.305 -0.485  0.525
H: -2.863 0.679 -1.237  0.579

## R
The following is a DFT calculation (ωB97M-V/def2-TZVPD) of a 2-piece molecular cluster, C4H5N3O3 overall.

Summary:
**LUMO level**: 0.605 eV
**Net charge**: 0

Last column: natural (NBO) charge in e.
Positions of all 15 atoms, in Å:
H: 0.175 0.514 1.654  0.351
N: 0.433 -0.530 1.429  -0.706
C: 0.122 -1.015 0.328  0.251
N: -0.646 -0.436 -0.606  -0.312
C: -1.123 -0.673 -1.861  -0.076
C: -1.675 0.395 -2.495  0.017
O: -1.717 1.497 -1.583  -0.357
N: -0.963 1.211 -0.470  -0.137
H: 0.476 -2.091 0.218  0.193
H: -1.102 -1.657 -2.179  0.229
H: -2.241 0.726 -3.290  0.223
H: 0.081 1.505 -0.647  0.322
O: 2.593 -0.031 4.277  -0.525
C: 2.721 0.197 3.162  1.029
O: 2.865 0.388 2.064  -0.502

Verdict on stability: Q comes out at the bottom.

## P
The following is a DFT calculation (ωB97M-V/def2-TZVPD) of an isolated ion of composition C5H14N2 and charge +1.

Summary:
**2S+1**: 2
**LUMO level (spin up / spin down)**: -3.020 / -3.040 eV
**Net charge**: +1

Last column: natural (NBO) charge in e.
Positions of all 21 atoms, in Å:
C: -1.086 1.811 -0.190  -0.641
C: 0.368 1.346 -0.154  -0.031
C: 0.603 0.051 0.616  -0.445
C: -0.280 -1.054 0.122  -0.462
C: 0.296 -2.262 -0.334  -0.336
N: -0.696 -3.295 -0.747  -0.672
N: 1.191 2.437 0.552  -0.686
H: -1.503 1.730 -1.180  0.253
H: -1.137 2.868 0.075  0.205
H: -1.666 1.311 0.586  0.238
H: 0.758 1.245 -1.171  0.226
H: 1.633 -0.263 0.465  0.220
H: 0.386 0.263 1.681  0.188
H: -1.321 -0.813 -0.034  0.180
H: 1.157 -2.737 0.124  0.187
H: -1.609 -2.854 -0.865  0.424
H: -0.453 -3.707 -1.647  0.425
H: -0.823 -4.065 -0.086  0.406
H: 1.582 3.106 -0.117  0.444
H: 0.600 2.848 1.271  0.439
H: 2.000 2.037 1.032  0.438

## Q
The following is a DFT calculation (ωB97M-V/def2-TZVPD) of an isolated ion of composition C5H14N2 and charge +1.

Summary:
**2S+1**: 2
**LUMO level (spin up / spin down)**: -2.955 / -7.851 eV
**Net charge**: +1

Last column: natural (NBO) charge in e.
Positions of all 21 atoms, in Å:
C: -2.042 -1.108 -0.727  -0.236
C: -0.933 -0.235 -1.244  -0.427
C: -0.233 0.646 -0.162  -0.411
C: 0.842 -0.221 0.677  -0.275
N: 1.621 0.741 1.387  -0.086
C: 3.100 0.730 1.090  -0.500
N: -3.353 -0.475 -0.675  -0.837
H: -2.204 -2.024 -1.458  0.224
H: -1.795 -1.639 0.323  0.181
H: -0.068 -1.014 -1.571  0.200
H: -1.212 0.275 -2.165  0.247
H: 0.399 1.378 -0.749  0.239
H: -1.083 0.966 0.662  0.245
H: 0.455 -0.869 1.427  0.274
H: 1.629 -0.823 0.059  0.239
H: 1.396 1.609 1.547  0.390
H: 3.419 0.360 0.148  0.262
H: 3.567 1.670 1.448  0.258
H: 3.605 0.072 1.845  0.282
H: -3.313 0.416 -0.228  0.353
H: -3.795 -0.456 -1.634  0.379

## R
The following is a DFT calculation (ωB97M-V/def2-TZVPD) of an isolated ion of composition C5H14N2 and charge +1.

Summary:
**2S+1**: 2
**LUMO level (spin up / spin down)**: -2.743 / -7.920 eV
**Net charge**: +1

Last column: natural (NBO) charge in e.
Positions of all 21 atoms, in Å:
C: 2.724 0.399 -0.010  -0.457
N: 1.533 0.055 0.768  -0.268
C: -2.031 1.297 0.319  -0.604
C: -0.818 0.583 0.971  -0.408
C: 0.294 0.040 0.034  -0.078
C: -0.042 -1.398 -0.451  -0.223
N: -1.257 -1.375 -1.313  -0.691
H: 2.816 -0.392 -0.857  0.243
H: 3.634 0.423 0.614  0.256
H: 2.496 1.408 -0.471  0.238
H: 1.799 -0.806 1.256  0.402
H: -2.517 2.008 0.975  0.249
H: -2.799 0.581 -0.008  0.206
H: -1.733 1.708 -0.647  0.207
H: -0.269 1.317 1.531  0.229
H: -1.244 -0.142 1.666  0.227
H: 0.375 0.616 -0.907  0.230
H: 0.751 -1.867 -1.026  0.224
H: -0.177 -2.128 0.348  0.228
H: -1.487 -0.739 -2.057  0.405
H: -2.049 -1.590 -0.735  0.385

## S
The following is a DFT calculation (ωB97M-V/def2-TZVPD) of C5H14N2 as an isolated structure.

Summary:
**2S+1**: 2
**LUMO level (spin up / spin down)**: -5.572 / -7.233 eV
**Net charge**: +1

Last column: natural (NBO) charge in e.
Positions of all 21 atoms, in Å:
C: 0.230 1.797 -2.653  -0.821
N: 1.275 -0.997 -0.226  -0.186
C: 0.725 -0.280 0.736  0.401
C: -0.735 -0.066 0.849  -0.526
C: -1.672 -1.216 0.415  -0.229
N: -1.318 -2.581 0.772  -0.784
C: 1.656 0.541 1.569  -0.691
H: 0.401 1.006 -1.931  0.130
H: 1.004 2.542 -2.531  0.229
H: 0.224 1.448 -3.673  0.246
H: -0.731 2.258 -2.462  0.227
H: 1.193 0.070 -0.556  0.422
H: -0.938 0.782 0.191  0.299
H: -0.946 0.330 1.845  0.268
H: -1.720 -1.200 -0.675  0.211
H: -2.691 -1.003 0.739  0.239
H: -0.401 -2.823 0.403  0.352
H: -1.224 -2.684 1.780  0.360
H: 1.200 1.490 1.826  0.278
H: 1.836 -0.031 2.484  0.303
H: 2.631 0.618 1.098  0.270

Verdict on stability: S comes out at the bottom.